No. 1
Density functional theory data (ωB97M-V/def2-TZVPD) for a cluster of 6 separate species, C37H72ClO17PS in total.

Computed properties:
- Energy above the lowest of the compared OMol25 structures with the same formula, charge and spin: 0.4852 eV
- Gap between HOMO and LUMO: 0.31658 Ha
- SMILES: C=CC(=O)OCCCCCC[PH](O)(CCCCS(=O)(=O)Cl)CCOC(C)=O.CCOC(C)=O.CCOC(C)=O.CCOC(C)=O.CCOC(C)=O.CCOC(C)=O

The geometry in ORCA input format:
```
! RIJCOSX wB97M-V def2-TZVPD def2/J DEFGRID3
* xyz 0 1
C 7.293 -0.887 -0.593
C 7.764 0.259 -1.033
C 6.912 1.302 -1.688
O 6.765 2.351 -1.170
O 6.391 0.956 -2.866
C 4.966 1.153 -2.976
C 4.172 -0.064 -2.469
C 3.395 -0.761 -3.589
C 2.125 -0.024 -4.012
C 1.031 -0.037 -2.939
C -0.261 0.559 -3.519
P -1.783 0.004 -2.631
O -1.750 1.316 -1.524
C -3.401 0.527 -3.326
C -3.662 2.053 -3.277
C -4.644 2.339 -2.144
C -4.957 3.837 -1.953
S -4.820 4.158 -0.169
O -3.440 4.094 0.151
O -5.605 3.221 0.550
Cl -5.614 6.014 0.185
C -1.763 -1.618 -3.700
C -2.496 -2.764 -3.026
O -3.838 -2.399 -2.634
C -4.761 -3.361 -2.856
C -5.522 -3.852 -1.653
O -5.000 -3.788 -3.928
H 6.277 -0.913 -0.219
H 7.922 -1.764 -0.604
H 8.822 0.462 -0.911
H 4.623 2.036 -2.440
H 4.752 1.353 -4.021
H 3.521 0.192 -1.635
H 4.924 -0.773 -2.121
H 4.066 -0.779 -4.452
H 3.170 -1.805 -3.370
H 1.718 -0.563 -4.874
H 2.342 0.986 -4.362
H 0.850 -1.063 -2.624
H 1.395 0.550 -2.099
H -0.164 1.644 -3.554
H -0.356 0.220 -4.551
H -1.732 -0.872 -1.507
H -1.427 0.999 -0.666
H -4.212 0.041 -2.789
H -3.508 0.202 -4.355
H -4.177 2.311 -4.207
H -2.764 2.665 -3.249
H -5.591 1.876 -2.421
H -4.363 1.865 -1.211
H -5.991 4.074 -2.195
H -4.305 4.495 -2.519
H -0.741 -1.984 -3.834
H -2.133 -1.443 -4.713
H -1.947 -2.966 -2.102
H -2.511 -3.651 -3.654
H -5.469 -3.153 -0.824
H -5.192 -4.835 -1.331
H -6.570 -3.955 -1.920
C 4.954 7.869 -1.465
C 3.723 7.052 -1.798
O 4.023 5.996 -2.712
C 4.478 4.788 -2.327
C 4.982 4.587 -0.920
O 4.555 3.895 -3.129
H 5.712 7.265 -0.964
H 4.695 8.706 -0.816
H 5.406 8.259 -2.378
H 3.229 6.665 -0.905
H 2.994 7.682 -2.306
H 6.054 4.766 -0.910
H 4.795 3.559 -0.631
H 4.498 5.217 -0.175
C -5.602 -9.571 -0.390
C -4.720 -8.349 -0.539
O -5.389 -7.161 -0.104
C -5.416 -6.738 1.177
C -4.979 -7.686 2.269
O -5.851 -5.650 1.433
H -5.859 -9.757 0.653
H -5.099 -10.455 -0.784
H -6.538 -9.429 -0.932
H -3.762 -8.464 -0.031
H -4.496 -8.189 -1.592
H -5.850 -8.227 2.636
H -4.558 -7.098 3.081
H -4.213 -8.395 1.961
C -3.710 -0.756 3.339
C -2.317 -1.343 3.307
O -1.706 -1.102 2.037
C -1.050 0.028 1.743
C -1.165 1.215 2.667
O -0.447 0.101 0.699
H -3.691 0.327 3.217
H -4.204 -0.987 4.284
H -4.310 -1.160 2.522
H -1.692 -0.980 4.123
H -2.368 -2.426 3.418
H -1.995 1.840 2.336
H -0.243 1.788 2.602
H -1.304 0.954 3.713
C -7.279 3.812 4.274
C -6.551 2.525 3.946
O -5.228 2.515 4.492
C -4.925 2.128 5.744
C -6.042 1.964 6.749
O -3.775 1.986 6.062
H -7.416 3.935 5.349
H -8.260 3.828 3.797
H -6.705 4.669 3.922
H -7.108 1.641 4.261
H -6.424 2.445 2.867
H -6.176 2.903 7.285
H -5.752 1.190 7.457
H -6.989 1.654 6.313
C 10.938 0.577 3.253
C 9.716 -0.260 2.936
O 10.014 -1.293 1.995
C 10.505 -2.502 2.328
C 11.051 -2.715 3.722
O 10.564 -3.363 1.494
H 11.722 -0.017 3.723
H 10.677 1.397 3.923
H 11.357 0.993 2.336
H 9.252 -0.674 3.834
H 8.962 0.363 2.457
H 12.119 -2.502 3.718
H 10.898 -3.757 3.991
H 10.563 -2.115 4.486
*
```

No. 2
Density functional theory data (ωB97M-V/def2-TZVPD) for a structure of composition C3H4OS.

Computed properties:
- Energy above the lowest of the compared OMol25 structures with the same formula, charge and spin: 4.3166 eV
- Gap between HOMO and LUMO: 0.35281 Ha

The geometry in ORCA input format:
```
! RIJCOSX wB97M-V def2-TZVPD def2/J DEFGRID3
* xyz 0 1
C -0.337 0.415 -0.105
C -0.231 1.679 -0.425
C 0.558 -0.951 0.916
O -0.571 -1.995 -1.549
S -0.851 -1.302 -0.242
H -0.922 2.036 -1.150
H 0.358 2.317 0.080
H 1.557 -0.904 0.623
H 0.439 -1.294 1.851
*
```

No. 3
Density functional theory data (ωB97M-V/def2-TZVPD) for the molecule C3H3Br2NO2.

Computed properties:
- Energy above the lowest of the compared OMol25 structures with the same formula, charge and spin: 0.3926 eV
- Gap between HOMO and LUMO: 0.38278 Ha
- SMILES: N#C[C@H](Br)C(O)(O)Br

The geometry in ORCA input format:
```
! RIJCOSX wB97M-V def2-TZVPD def2/J DEFGRID3
* xyz 0 1
N 0.510 2.928 2.390
C 0.839 2.207 1.548
C 0.985 1.388 0.364
Br 0.864 2.466 -1.294
C -0.024 0.165 0.255
O -1.324 0.576 0.225
O 0.156 -0.615 -0.850
Br 0.243 -0.934 2.060
H 2.154 1.007 0.414
H -1.959 -0.176 0.417
H -0.748 -0.724 -1.267
*
```

No. 4
Density functional theory data (ωB97M-V/def2-TZVPD) for a structure of composition C36H49AlAsFN5O12SSb.

Computed properties:
- Energy above the lowest of the compared OMol25 structures with the same formula, charge and spin: 1.6230 eV
- Gap between HOMO and LUMO: 0.20869 Ha

The geometry in ORCA input format:
```
! RIJCOSX wB97M-V def2-TZVPD def2/J DEFGRID3
* xyz 0 1
Al -0.020 -0.780 -1.019
O 1.416 0.782 2.067
As -0.305 0.511 1.939
O -0.999 -0.020 3.338
O -0.676 -0.528 0.685
C -0.984 2.250 1.472
C -1.848 2.768 2.434
C -2.474 3.993 2.251
C -2.246 4.699 1.083
C -1.395 4.185 0.115
C -0.750 2.966 0.296
S 0.393 2.532 -1.027
O -0.143 3.185 -2.190
O 1.694 2.932 -0.584
O 0.292 1.059 -1.166
H 2.011 0.053 1.841
H -2.006 2.194 3.339
H -3.130 4.394 3.014
H -2.728 5.654 0.920
H -1.222 4.725 -0.806
C 1.682 -1.718 5.080
C 1.448 -3.125 4.576
N 0.851 -3.203 3.237
C 1.692 -2.986 2.218
C 1.316 -2.771 0.932
C 2.290 -1.957 0.124
O 3.412 -1.783 0.563
O 1.728 -1.298 -0.801
C -0.037 -2.968 0.550
O -0.504 -2.714 -0.608
C -0.953 -3.209 1.646
C -2.323 -3.188 1.374
C -3.199 -2.943 2.375
F -4.518 -2.905 2.089
C -2.773 -2.606 3.682
C -1.449 -2.861 3.991
C -0.516 -3.146 2.973
N -3.702 -1.907 4.520
C -4.377 -0.815 3.788
C -3.420 0.314 3.440
N -2.913 0.903 4.743
C -2.280 -0.158 5.613
C -3.217 -1.357 5.781
H 2.184 -1.764 6.044
H 0.771 -1.149 5.178
H 2.263 -1.131 4.372
H 0.854 -3.752 5.242
H 2.415 -3.616 4.481
H 2.735 -2.838 2.477
H -2.667 -3.274 0.351
H -1.070 -2.710 4.987
H -5.200 -0.454 4.413
H -4.825 -1.185 2.876
H -3.905 1.120 2.893
H -2.540 -0.026 2.883
H -3.702 1.327 5.233
H -2.235 1.645 4.560
H -2.038 0.297 6.573
H -1.367 -0.405 5.096
H -4.098 -1.062 6.355
H -2.711 -2.117 6.374
C -1.527 1.520 -4.859
C -2.682 0.603 -4.486
C -2.273 -0.861 -4.197
C -3.514 -1.719 -3.917
C -3.190 -3.166 -3.575
C -1.541 -1.397 -5.420
O -2.112 -1.586 -6.472
N -0.195 -1.632 -5.283
C 0.590 -1.531 -4.123
O 1.765 -1.784 -4.163
N -0.083 -1.117 -2.993
C -1.381 -0.867 -2.996
O -1.830 -0.601 -1.837
H -1.890 2.534 -5.023
H -1.036 1.195 -5.778
H -0.777 1.588 -4.067
H -3.421 0.565 -5.289
H -3.181 0.971 -3.587
H -4.143 -1.667 -4.806
H -4.051 -1.246 -3.093
H -2.680 -3.667 -4.400
H -4.107 -3.722 -3.373
H -2.554 -3.238 -2.689
H 0.298 -1.953 -6.103
C 6.130 3.332 -0.573
C 4.898 3.208 -1.463
Sb 4.185 1.171 -1.482
C 5.927 0.397 -2.515
C 6.383 1.163 -3.748
C 2.933 1.268 -3.257
C 2.864 2.607 -3.978
H 6.499 4.361 -0.521
H 6.953 2.712 -0.938
H 5.919 3.012 0.451
H 5.113 3.536 -2.480
H 4.075 3.818 -1.088
H 5.665 -0.633 -2.774
H 6.733 0.333 -1.779
H 5.586 1.236 -4.491
H 7.236 0.684 -4.240
H 6.687 2.182 -3.499
H 1.930 0.974 -2.945
H 3.298 0.474 -3.913
H 2.509 3.398 -3.316
H 2.174 2.565 -4.828
H 3.837 2.918 -4.365
*
```

No. 5
Density functional theory data (ωB97M-V/def2-TZVPD) for a structure of composition C32H28BrCl2MoN4O5S.

Computed properties:
- Energy above the lowest of the compared OMol25 structures with the same formula, charge and spin: 1.3601 eV
- Gap between HOMO and LUMO (alpha / beta): 0.22270 / 0.22812 Ha
- Expectation value of S²: 2.014

The geometry in ORCA input format:
```
! RIJCOSX wB97M-V def2-TZVPD def2/J DEFGRID3
* xyz 1 3
Mo 1.611 0.567 0.901
Br 2.434 -3.091 1.700
C 3.345 -2.243 0.302
C 4.264 -2.998 -0.413
C 5.057 -2.379 -1.358
C 4.949 -1.007 -1.536
C 4.012 -0.332 -0.795
N 3.169 -0.934 0.082
C 3.941 1.171 -0.817
O 4.637 1.851 -1.512
O 3.049 1.613 0.057
H 4.352 -4.053 -0.201
H 5.776 -2.955 -1.924
H 5.582 -0.445 -2.207
C -0.876 5.844 0.787
C -1.695 4.976 -0.157
N -0.912 3.889 -0.781
C -0.473 4.085 -2.173
C 0.848 4.830 -2.266
C -0.607 2.823 -0.073
S 0.342 1.579 -0.833
N -1.168 2.715 1.147
C -0.587 2.114 2.135
O 0.702 1.787 2.126
C -1.350 1.741 3.330
C -2.729 1.963 3.359
C -3.468 1.543 4.448
C -2.837 0.903 5.510
C -1.467 0.685 5.486
C -0.720 1.105 4.399
H -1.532 6.572 1.265
H -0.094 6.388 0.260
H -0.416 5.243 1.570
H -2.095 5.566 -0.979
H -2.531 4.520 0.371
H -1.275 4.626 -2.673
H -0.398 3.114 -2.654
H 0.782 5.824 -1.826
H 1.123 4.946 -3.314
H 1.642 4.274 -1.766
H -3.205 2.455 2.523
H -4.536 1.712 4.474
H -3.420 0.571 6.359
H -0.982 0.184 6.311
H 0.347 0.935 4.375
Cl -0.095 -4.997 -0.216
C 0.819 -4.270 -1.494
C 1.815 -5.021 -2.097
C 2.629 -4.461 -3.069
C 2.452 -3.133 -3.422
C 1.447 -2.399 -2.822
Cl 1.238 -0.732 -3.296
C 0.568 -2.942 -1.871
N -0.426 -2.172 -1.293
C -1.767 -2.621 -1.128
C -2.351 -3.531 -1.995
C -3.654 -3.954 -1.781
C -4.381 -3.453 -0.713
C -3.803 -2.517 0.132
C -2.496 -2.092 -0.062
C -1.885 -1.031 0.823
C -0.685 -1.493 1.627
O -0.696 -2.269 2.528
O 0.487 -0.889 1.251
H 1.946 -6.048 -1.786
H 3.393 -5.056 -3.550
H 3.073 -2.661 -4.171
H -0.351 -1.192 -1.529
H -1.778 -3.919 -2.829
H -4.100 -4.672 -2.456
H -5.396 -3.783 -0.542
H -4.372 -2.111 0.960
H -2.632 -0.701 1.546
H -1.592 -0.158 0.236
*
```

No. 6
Density functional theory data (ωB97M-V/def2-TZVPD) for a cluster of 5 separate species, C3H15N2O2S in total.

Computed properties:
- Energy above the lowest of the compared OMol25 structures with the same formula, charge and spin: 7.8159 eV
- Gap between HOMO and LUMO: 0.12184 Ha

The geometry in ORCA input format:
```
! RIJCOSX wB97M-V def2-TZVPD def2/J DEFGRID3
* xyz 1 1
N 5.169 -0.240 0.135
C -2.547 0.570 -0.321
C -3.090 -0.661 -0.173
S 1.230 -0.133 0.033
C -1.648 1.230 0.715
N -0.781 2.139 -0.038
H 4.241 -0.049 0.472
H 5.444 0.589 -0.368
H 5.874 -0.518 0.802
H -2.505 0.933 -1.352
H -2.707 -1.163 0.715
H -3.688 -1.245 -0.852
H 2.194 0.783 -0.309
H -1.145 0.428 1.240
H -2.269 1.880 1.332
H -0.860 3.124 0.130
H 0.102 1.823 -0.413
H 0.192 -1.679 1.714
H -0.759 -2.245 2.795
O -0.721 -1.745 1.979
H -0.495 -0.879 -2.072
H -0.278 -1.706 -3.330
O -0.951 -1.235 -2.834
*
```

No. 7
Density functional theory data (ωB97M-V/def2-TZVPD) for a cluster of 5 separate species, C40H65BF21NO12P in total.

Computed properties:
- Gap between HOMO and LUMO: 0.23106 Ha

The geometry in ORCA input format:
```
! RIJCOSX wB97M-V def2-TZVPD def2/J DEFGRID3
* xyz -1 1
C -1.061 -0.753 3.513
C -1.567 0.697 2.988
C -2.768 0.449 1.921
C -2.788 1.632 0.809
C -2.598 1.072 -0.693
C -1.675 2.126 -1.543
C -2.638 3.306 -1.989
P -2.106 4.749 -3.108
N -1.472 6.103 -4.096
C -0.236 4.214 -3.036
C 0.338 3.042 -3.920
C 1.558 2.200 -3.222
C 1.380 0.628 -3.564
C 2.741 -0.214 -3.496
O 3.791 0.494 -2.795
C 5.079 0.027 -3.131
C 5.666 -0.107 -4.601
O 5.842 -0.263 -2.184
C -1.818 5.974 -1.640
B -0.675 5.769 -0.552
O -0.708 4.679 0.425
O 0.479 6.672 -0.391
C -3.924 5.456 -3.040
C -4.126 7.060 -2.940
C -5.024 4.881 -2.042
C -5.125 5.067 -0.490
C -6.045 6.319 0.021
C -2.476 3.912 -4.813
F -3.182 4.816 -5.772
F -1.423 3.818 -5.825
C -3.305 2.601 -4.978
F -4.676 2.737 -4.580
F -2.802 1.407 -4.354
C -3.433 1.974 -6.467
F -2.376 1.039 -6.719
F -3.443 2.818 -7.560
C -4.781 1.079 -6.641
F -4.520 0.300 -7.814
F -4.990 0.141 -5.641
F -5.904 1.842 -6.977
H -0.245 -1.104 2.793
H -1.893 -1.526 3.469
H -0.617 -0.632 4.560
H -0.676 1.222 2.515
H -1.925 1.330 3.867
H -3.736 0.572 2.523
H -2.655 -0.577 1.448
H -3.706 2.304 0.891
H -1.894 2.305 1.082
H -3.584 0.846 -1.215
H -2.014 0.077 -0.696
H -0.858 2.393 -0.788
H -1.206 1.477 -2.338
H -3.553 2.709 -2.281
H -2.806 3.781 -0.949
H -0.702 5.906 -4.730
H -2.127 6.664 -4.622
H 0.140 3.827 -2.032
H 0.480 5.110 -3.179
H 0.886 3.508 -4.821
H -0.375 2.207 -4.230
H 2.572 2.577 -3.613
H 1.573 2.275 -2.092
H 0.653 0.207 -2.802
H 0.945 0.505 -4.606
H 3.008 -0.501 -4.573
H 2.479 -1.211 -2.982
H 6.594 -0.761 -4.525
H 5.958 0.904 -5.030
H 4.969 -0.641 -5.336
H -2.704 6.106 -0.934
H -1.570 7.040 -2.003
H -0.112 4.949 1.159
H 0.228 7.209 0.394
H -4.515 5.235 -4.017
H -3.279 7.725 -3.240
H -4.330 7.316 -1.834
H -5.075 7.413 -3.491
H -5.982 5.470 -2.365
H -5.382 3.816 -2.298
H -5.718 4.165 -0.074
H -4.185 5.076 0.145
H -6.234 7.026 -0.868
H -5.524 6.941 0.814
H -7.093 5.967 0.330
C 10.752 1.455 -3.794
C 10.686 2.021 -5.200
O 11.218 1.092 -6.160
C 10.422 0.054 -6.473
O 9.329 -0.126 -6.006
C 11.082 -0.836 -7.521
F 12.352 -1.153 -7.198
F 11.129 -0.238 -8.728
F 10.432 -1.998 -7.694
H 11.776 1.159 -3.550
H 10.409 2.190 -3.065
H 10.133 0.561 -3.695
H 11.304 2.920 -5.258
H 9.668 2.313 -5.473
C 4.767 -3.383 4.769
C 3.986 -4.419 3.984
O 2.742 -4.733 4.633
C 1.768 -3.813 4.508
O 1.883 -2.781 3.905
C 0.495 -4.276 5.210
F 0.724 -4.713 6.466
F -0.099 -5.297 4.556
F -0.425 -3.306 5.312
H 4.919 -3.718 5.798
H 5.737 -3.199 4.307
H 4.228 -2.434 4.823
H 4.558 -5.348 3.939
H 3.809 -4.100 2.953
C -0.465 -4.197 9.668
C -1.242 -5.236 8.883
O -2.484 -5.554 9.534
C -3.462 -4.639 9.412
O -3.353 -3.606 8.807
C -4.731 -5.108 10.116
F -4.493 -5.542 11.370
F -5.318 -6.130 9.460
F -5.654 -4.138 10.217
H -0.310 -4.532 10.697
H 0.504 -4.008 9.205
H -1.007 -3.250 9.723
H -0.665 -6.162 8.837
H -1.421 -4.918 7.853
C -3.139 -8.233 5.079
C -1.815 -8.148 4.343
O -0.949 -9.237 4.706
C -1.247 -10.430 4.161
O -2.168 -10.624 3.413
C -0.239 -11.489 4.598
F -0.041 -11.490 5.931
F 0.968 -11.295 4.030
F -0.623 -12.733 4.269
H -2.973 -8.279 6.158
H -3.764 -7.369 4.850
H -3.689 -9.136 4.806
H -1.301 -7.228 4.629
H -1.954 -8.114 3.259
*
```

Maximum force list, top to bottom, in eV/A: 2.5; 6.6; 3.5; 2.5; 0.7; 2.1; 5.2